Entry 1:
Formula: C29H35Br36ClF5NO3P2
Source: the Open Molecules 2025 dataset
Level of theory: wB97M-V/def2-TZVPD

```
112
Properties=species:S:1:pos:R:3
O -2.602 0.746 -2.346
Br 11.180 -0.143 2.587
Br 3.501 -0.440 -7.822
H -1.571 -2.564 -4.349
F -1.059 -4.793 -4.377
Br 2.300 -4.683 -0.482
C -2.301 0.821 -3.682
Br 9.012 0.184 5.501
C 7.175 0.530 5.938
F -1.448 -4.880 -2.257
H -6.277 -2.951 -3.141
H 3.041 1.164 3.792
Br -2.560 9.407 2.664
N 2.482 2.863 2.741
O -1.621 1.718 -4.110
C -3.078 -3.862 -3.608
H -2.974 -2.176 1.443
C -3.125 2.930 3.469
C -1.123 0.907 -0.445
H 0.195 -0.652 0.373
Br -3.031 1.794 5.020
C -4.330 -0.798 -0.599
C -0.957 6.251 7.317
O 0.839 0.389 -2.695
H 0.454 1.265 -2.857
C 1.573 0.558 2.350
C -4.422 -3.979 -3.294
H -2.394 11.126 4.428
H -4.380 -0.087 0.227
Br -0.712 10.219 8.762
P -2.656 -1.508 -0.839
H -0.550 0.593 2.300
Br 5.561 -1.178 -5.512
Br -2.515 -3.044 -9.925
H -3.785 -4.599 -8.486
Br 2.448 -1.630 -5.068
C -5.446 -9.082 -3.590
P -0.366 -0.706 -2.715
H -5.421 -0.804 -3.935
Br -1.502 -5.158 -7.747
C 2.125 1.564 3.353
Br -5.139 -7.183 -3.618
Cl 0.447 -2.331 -1.813
Br 0.012 0.452 7.737
H -5.237 -9.424 -2.588
C 2.664 -4.796 -8.877
H 2.323 0.389 1.570
C 1.171 10.390 9.112
Br 2.771 -5.135 -6.978
C -2.040 -4.947 -3.471
Br -1.564 4.032 3.274
Br -7.280 -9.521 -3.969
Br -0.190 10.050 4.684
H 6.938 1.516 5.567
H 2.563 2.735 1.739
F -4.006 0.492 -5.207
H 1.725 3.516 2.898
H -4.663 -0.283 -1.495
Br 0.658 6.516 6.307
C 2.746 -5.894 -1.909
Br 8.451 1.038 1.468
H -3.966 3.594 3.609
Br -3.357 -2.776 -6.855
H -5.007 -1.630 -0.416
H 2.438 -5.739 -9.354
C -5.234 -2.856 -3.409
Br 1.259 -3.575 -9.338
H 3.975 -2.610 -6.745
H -1.290 -2.478 0.902
Br 2.169 10.518 7.476
C -2.916 -0.188 -4.704
H -4.903 -4.889 -2.949
Br -1.796 4.580 6.877
C 10.304 1.395 1.836
C -2.088 10.091 4.397
C -2.122 -1.778 0.892
C -4.751 -1.646 -3.853
Br 1.837 8.981 10.240
H -1.817 -0.871 1.415
H 1.408 1.725 4.160
C 3.883 -1.610 -6.346
Br 3.087 0.305 6.942
C -2.921 -3.982 -8.290
C -2.614 -2.651 -4.082
Br -3.063 9.184 5.791
H 1.047 0.745 -0.257
Br -3.463 1.892 1.880
F -2.040 -0.303 -5.715
F -2.498 -6.200 -3.597
Br 4.367 -4.208 -9.557
C -1.664 -0.036 -1.536
Br 3.134 -4.969 -3.554
H -1.640 7.037 7.030
Br 6.889 0.548 7.838
H -0.888 1.858 -0.936
H 2.032 0.762 9.127
H 0.197 2.093 1.660
H -1.887 1.145 0.303
Br -0.643 6.438 9.200
H 1.878 -6.512 -2.088
C 0.257 1.005 1.690
C -3.415 -1.528 -4.208
H 1.412 -0.402 2.846
C 0.148 0.432 0.271
C 1.791 1.083 8.125
Br -4.238 -9.999 -4.770
Br 6.006 -0.708 5.036
H 1.314 11.316 9.650
Br 1.874 3.002 8.106
Br 4.185 -7.065 -1.404
H 10.786 1.610 0.894
Br 10.518 2.946 2.952
```

Properties
DFT total energy, eV: -2604487.1387
Molar mass, g mol⁻¹: 3514.54
Frontier orbital gap, hartree: 0.2975
HOMO, Eh: -0.3086

Löwdin population analysis, charges in e, atoms 1 to 4: -0.06 0.55 0.57 0.09

---

Entry 2:
Formula: C29H35BrF4O5P2Se2Ti
Source: the Open Molecules 2025 dataset
Level of theory: wB97M-V/def2-TZVPD

```
79
Properties=species:S:1:pos:R:3
H -2.582 -1.868 1.964
H -5.899 1.089 2.873
H 4.185 0.230 -1.110
C -1.966 -2.468 -4.031
H -4.754 -0.767 1.938
C 1.900 0.511 -4.216
C -2.536 1.726 2.981
C 3.974 -0.316 3.316
C 1.726 2.906 -0.245
C -2.101 -3.914 0.097
Se -3.335 0.810 -0.637
Se -0.737 0.997 2.556
H 2.472 -3.722 0.193
H 2.062 2.283 2.311
O -2.718 -0.974 1.637
C 1.387 0.772 -2.956
O -1.240 -3.270 -0.864
C 4.049 0.054 -3.240
H -3.810 2.745 0.920
H -4.797 1.126 4.265
O -0.951 -1.210 -2.215
C 1.569 -2.800 -1.535
O 0.852 -1.855 -0.694
C 3.014 3.432 -0.252
C 1.992 -4.018 -0.739
H 0.346 1.053 -2.843
H 3.045 -1.331 0.226
H 4.556 -0.645 4.166
O -5.034 2.938 3.274
F 2.408 6.973 -0.532
P -0.747 -1.751 -0.705
H -2.874 -2.558 -4.627
H -3.750 -0.744 3.412
C -2.164 -1.395 -2.982
H 5.091 -0.215 -3.351
Br -1.111 3.198 -0.364
H 2.700 -4.605 -1.325
H 3.633 -0.058 -5.341
C 3.324 0.910 3.351
H 4.360 -2.085 2.170
H 0.939 -3.086 -2.378
F 4.069 2.627 -0.160
H -3.007 -3.313 0.222
C -1.408 -4.155 1.428
Ti -1.076 0.523 0.218
H -2.389 -4.856 -0.364
H -2.382 -0.431 -3.439
H -2.997 -1.649 -2.323
H -2.489 2.785 2.740
C 3.232 0.148 -4.357
H -5.771 3.222 3.821
C 0.895 5.181 -0.424
C 2.487 0.536 1.123
C -4.970 1.528 3.259
H 1.261 0.588 -5.086
H -2.596 1.641 4.065
C -4.105 1.699 0.957
H -2.135 -4.499 2.164
H -1.766 -3.428 -3.557
C 0.680 3.818 -0.331
F 4.494 5.248 -0.368
F -0.133 6.019 -0.500
C -3.797 1.113 2.346
H -0.636 -4.916 1.332
C 3.868 -1.120 2.192
H -1.136 -2.216 -4.691
C 2.580 1.334 2.264
H -5.178 1.658 0.773
H -0.936 -3.237 1.790
H 1.131 -4.642 -0.505
C 3.125 -0.701 1.100
C 3.541 0.309 -1.974
C -3.811 -0.416 2.371
P 1.408 1.077 -0.241
H 2.431 -2.255 -1.918
C 3.253 4.792 -0.352
C 2.188 5.675 -0.438
C 2.205 0.671 -1.831
H 3.390 1.540 4.228
```

Properties
DFT total energy, eV: -294172.3032
Relative energy (zero: lowest compared OMol25 entry of this formula, charge and spin), kJ/mol: 0.00
Molar mass, g mol⁻¹: 887.23
Frontier orbital gap (alpha / beta), hartree: 0.2713 / 0.2859
HOMO (alpha / beta), Eh: -0.3854 / -0.3912
Total charge: +1
<S²>: 0.76
Spin multiplicity: 2

Löwdin population analysis, charges in e, atoms 1 to 4: 0.06 0.13 0.10 -0.06